Computed, not measured: 11 unconnected molecules or ions with the total composition C43H91BrINO10P in a non-equilibrium geometry, with ωB97M-V/def2-TZVPD.

The value obtained for the HOMO-LUMO gap is 5.32 eV. The spin multiplicity is 1. The calculation puts the total energy at -155463.7846 eV. The charge is -1.

Each line ends with the Löwdin charge.
Element x y z (Å)
C: -2.3235 2.6951 6.3620  -0.11
C: -1.1555 2.5435 5.4017  -0.26
C: -1.5646 2.7666 3.9256  -0.21
C: -1.0101 1.7029 2.9963  -0.22
C: -1.5152 1.8225 1.5547  -0.18
C: -2.9855 1.3457 1.4883  -0.19
C: -3.8934 2.2594 0.6324  -0.24
C: -4.7917 3.1787 1.4490  -0.31
C: -5.8537 2.4932 2.3265  -0.34
P: -7.0254 1.1844 1.5526  0.33
Br: -7.2356 2.3720 -0.5219  0.21
C: -8.6319 2.1143 2.0997  -0.48
N: -9.2420 1.6685 3.3728  -0.06
C: -6.9422 0.0746 3.1348  -0.45
C: -5.7273 -0.8370 3.0909  -0.78
C: -5.8477 -1.9608 2.0828  -0.21
I: -5.6318 -1.8368 5.0712  0.63
H: -2.0335 2.3594 7.3521  0.04
H: -2.6265 3.7408 6.3729  0.08
H: -3.1860 2.0977 6.0659  0.07
H: -0.7204 1.5470 5.4670  0.09
H: -0.3954 3.2880 5.6386  0.09
H: -2.6550 2.7389 3.9135  0.09
H: -1.2917 3.7615 3.5752  0.12
H: 0.0833 1.7901 3.0061  0.09
H: -1.2565 0.7053 3.3577  0.12
H: -1.3988 2.8269 1.1550  0.10
H: -0.9402 1.1008 0.9771  0.07
H: -3.0509 0.3268 1.1168  0.11
H: -3.3612 1.3881 2.5082  0.07
H: -3.2304 2.8965 0.0419  0.08
H: -4.4474 1.6498 -0.0728  0.05
H: -5.1990 3.9762 0.8360  0.06
H: -4.1058 3.6926 2.1399  0.10
H: -6.3979 3.2872 2.8376  0.07
H: -5.3020 1.9804 3.1169  0.05
H: -7.8983 0.1712 0.9475  -0.03
H: -5.9018 0.4484 1.0175  -0.04
H: -8.4966 3.2007 2.1031  0.04
H: -9.3663 1.9122 1.3240  0.03
H: -10.2455 1.7926 3.3286  0.04
H: -8.9003 2.2031 4.1618  0.05
H: -7.7945 -0.5887 3.2199  0.05
H: -6.8377 0.6604 4.0420  0.04
H: -4.7930 -0.2921 3.0346  0.04
H: -5.8205 -1.5339 1.0821  0.06
H: -6.7531 -2.5330 2.2494  0.06
H: -4.9611 -2.5878 2.1529  0.06
C: -4.1600 0.3521 9.5632  -0.01
C: -3.1436 1.2230 10.2570  -0.50
O: -2.4821 2.0307 9.6481  0.07
C: -2.9894 1.0435 11.7498  -0.03
H: -4.1748 0.5841 8.5006  0.08
H: -3.9021 -0.7004 9.6915  0.09
H: -5.1527 0.5336 9.9787  0.09
H: -2.6854 0.0196 11.9733  0.08
H: -3.9353 1.2546 12.2512  0.08
H: -2.2300 1.7285 12.1206  0.08
C: 1.8052 0.2177 -0.4195  -0.02
C: 0.8240 -0.8504 -0.8249  -0.49
O: -0.2157 -1.0256 -0.2299  0.06
C: 1.2091 -1.6908 -2.0172  -0.03
H: 1.4255 0.7603 0.4440  0.07
H: 2.7630 -0.2316 -0.1604  0.08
H: 1.9493 0.9205 -1.2409  0.09
H: 2.1376 -2.2123 -1.8190  0.05
H: 1.3332 -1.0579 -2.8968  0.08
H: 0.4225 -2.4194 -2.2112  0.08
C: 4.8044 -4.2266 -3.4487  -0.02
C: 4.9691 -2.7371 -3.3039  -0.48
O: 4.0862 -2.0407 -2.8542  0.05
C: 6.2866 -2.1462 -3.7488  -0.02
H: 3.8181 -4.5178 -3.0950  0.09
H: 4.9015 -4.5171 -4.4924  0.06
H: 5.5618 -4.7446 -2.8575  0.09
H: 6.4486 -2.3508 -4.8082  0.08
H: 7.1039 -2.5803 -3.1703  0.09
H: 6.2733 -1.0695 -3.5931  0.06
C: 4.3856 -8.9262 -5.4437  -0.02
C: 3.6591 -7.6091 -5.5015  -0.50
O: 4.2438 -6.5539 -5.3837  0.05
C: 2.1667 -7.6577 -5.7165  -0.02
H: 5.4470 -8.7484 -5.2894  0.08
H: 4.0030 -9.5323 -4.6203  0.09
H: 4.2527 -9.4599 -6.3854  0.08
H: 1.6904 -8.2084 -4.9042  0.09
H: 1.9416 -8.1513 -6.6635  0.08
H: 1.7685 -6.6456 -5.7393  0.09
C: -2.5393 4.8014 -2.4207  -0.02
C: -1.0781 4.7188 -2.0565  -0.51
O: -0.6857 4.9305 -0.9328  0.06
C: -0.1177 4.3566 -3.1663  -0.03
H: -3.1179 5.0632 -1.5379  0.08
H: -2.6894 5.5683 -3.1831  0.08
H: -2.8856 3.8369 -2.7954  0.09
H: -0.1723 5.0984 -3.9651  0.08
H: -0.3686 3.3745 -3.5703  0.08
H: 0.8965 4.3309 -2.7730  0.08
C: 6.3411 3.0890 -0.0761  -0.02
C: 5.3553 2.0174 -0.4682  -0.48
O: 4.3213 1.8504 0.1346  0.07
C: 5.7203 1.1562 -1.6554  -0.02
H: 5.9623 3.6325 0.7872  0.08
H: 7.2998 2.6354 0.1828  0.08
H: 6.4843 3.7843 -0.9029  0.07
H: 6.6564 0.6289 -1.4582  0.08
H: 5.8398 1.7794 -2.5439  0.09
H: 4.9327 0.4254 -1.8347  0.06
C: 3.4925 1.9022 3.3814  -0.02
C: 3.7687 1.6095 4.8327  -0.50
O: 4.7732 1.0323 5.1888  0.05
C: 2.7299 2.0757 5.8209  -0.02
H: 4.3012 1.5177 2.7659  0.06
H: 2.5601 1.4255 3.0746  0.08
H: 3.4129 2.9796 3.2277  0.09
H: 1.7722 1.5969 5.6120  0.07
H: 2.6121 3.1583 5.7532  0.09
H: 3.0422 1.8165 6.8306  0.08
C: -8.7291 -1.2498 -4.9668  -0.04
C: -7.7227 -0.3908 -4.2307  -0.51
O: -7.0143 0.3855 -4.8304  0.06
C: -7.6565 -0.5580 -2.7354  -0.05
H: -8.6787 -1.0366 -6.0330  0.07
H: -8.5082 -2.3059 -4.8034  0.08
H: -9.7365 -1.0342 -4.6074  0.08
H: -7.3922 -1.5903 -2.4933  0.08
H: -8.6210 -0.3146 -2.2879  0.08
H: -6.9063 0.1086 -2.3183  0.03
C: 10.2266 3.5767 -0.8404  -0.03
C: 9.5028 3.2849 -2.1325  -0.51
O: 8.4747 3.8508 -2.4217  0.06
C: 10.1195 2.2532 -3.0460  -0.02
H: 9.6790 4.3315 -0.2809  0.08
H: 10.2980 2.6694 -0.2380  0.09
H: 11.2311 3.9476 -1.0499  0.08
H: 10.1863 1.2920 -2.5334  0.08
H: 11.1195 2.5695 -3.3464  0.08
H: 9.5012 2.1401 -3.9336  0.08
C: 4.3271 -6.6782 -8.8694  -0.02
C: 5.6726 -7.3596 -8.8375  -0.50
O: 5.8033 -8.4854 -8.4142  0.06
C: 6.8499 -6.5711 -9.3555  -0.02
H: 3.5701 -7.3508 -8.4723  0.07
H: 4.3515 -5.7736 -8.2599  0.09
H: 4.0647 -6.4157 -9.8957  0.09
H: 6.9757 -5.6604 -8.7680  0.09
H: 6.6906 -6.3047 -10.4016  0.08
H: 7.7521 -7.1730 -9.2756  0.08